(1)
The following is a quantum chemistry calculation of C15H22Cl2NO3W as an isolated structure at a distorted geometry, from the Open Molecules 2025 dataset.

Values from the calculation:
- Orbital gap (spin up / spin down): 4.74 / 6.46 eV
- HOMO (spin up / spin down): -6.0 / -7.7 eV
- Multiplicity: 2

The geometry in XYZ format:
```
44
Properties=species:S:1:pos:R:3:forces:R:3:mulliken_charge:R:1
C 1.7000 -2.0302 -1.4483 -0.03 0.65 1.17 0.86
C 1.7575 -1.9551 -0.0163 0.09 -0.11 -0.59 1.05
C 1.8796 -0.5705 0.3510 0.24 0.33 -0.82 0.97
C 1.9135 -3.1166 0.9100 -0.20 -0.33 0.22 -1.72
C 1.9146 0.2123 -0.8472 -0.16 -1.38 0.20 0.37
C 1.8345 -0.6912 -1.9598 -0.13 0.41 0.05 -0.13
C 1.6316 -0.2797 -3.3358 0.20 0.27 -0.54 -1.50
C 1.5564 -3.2815 -2.2174 -0.03 -0.53 -0.53 -1.63
C 2.1554 -0.0538 1.7279 -0.25 0.17 0.33 -1.65
C 1.9473 1.6881 -0.9624 0.08 0.41 -0.12 -1.68
W -0.2489 -0.9329 -0.7437 1.01 -1.04 0.61 1.01
Cl -0.8561 -1.4524 1.7108 -0.03 0.51 -0.16 -0.50
Cl -1.7398 -2.8054 -0.9778 -0.02 0.20 -0.05 -0.41
O -0.6963 0.7542 -0.4069 -1.21 0.94 0.98 -0.85
H 1.2003 -3.9107 0.6558 0.16 0.14 0.09 0.35
H 1.7226 -2.8325 1.9533 0.05 -0.05 -0.35 0.34
H 2.9298 -3.5418 0.8403 -0.29 0.21 -0.01 0.34
H 1.5521 -0.5853 2.4787 0.24 0.19 -0.25 0.33
H 1.9080 1.0164 1.7946 0.08 -0.32 0.03 0.31
H 3.2272 -0.1623 1.9844 -0.44 -0.03 -0.22 0.33
H 1.5111 2.1789 -0.0912 0.04 -0.08 -0.03 0.33
H 1.3792 2.0106 -1.8389 0.04 -0.01 0.18 0.45
H 2.9728 2.0507 -1.0831 -0.01 -0.03 0.04 0.33
H 1.8426 0.7740 -3.4956 0.25 0.01 -0.08 0.43
H 0.3946 -0.4416 -3.3716 2.00 0.38 -0.77 0.27
H 2.1187 -0.8979 -4.0813 0.11 -0.13 -0.03 0.42
H 0.9875 -4.0335 -1.6671 0.06 0.11 0.00 0.33
H 2.5338 -3.7070 -2.4568 0.05 -0.01 -0.02 0.33
H 1.0283 -3.1058 -3.1552 0.01 0.02 0.00 0.33
H -0.5976 1.4767 0.9891 -0.26 -0.43 -0.63 0.48
O -0.6310 -0.8515 -2.7664 -2.08 -0.15 0.96 -0.43
H -1.4851 -0.6101 -3.1551 0.11 -0.23 0.54 0.14
O -0.6572 2.0157 1.8696 -0.72 0.33 0.59 -0.34
N -2.0033 2.2570 2.0453 0.38 -0.01 0.10 0.12
C -2.8108 1.2731 2.5060 0.03 0.32 -0.43 0.08
C -4.1851 1.4740 2.4803 0.25 0.26 -0.08 -0.78
C -4.6818 2.6775 1.9859 -0.08 -0.03 0.10 -0.06
C -3.8077 3.7193 1.6729 0.39 -0.06 0.14 -0.64
C -2.4422 3.5053 1.7578 -0.32 -0.65 -0.32 -0.01
H -2.3418 0.3403 2.8071 0.21 0.12 -0.28 0.45
H -4.8343 0.6706 2.8208 0.15 0.21 -0.17 0.39
H -5.7540 2.8117 1.8553 0.23 0.01 0.13 0.39
H -4.1474 4.6942 1.3386 -0.07 -0.20 0.13 0.37
H -1.6786 4.2488 1.5425 -0.15 -0.35 -0.08 0.43
```
Positions in Å, forces in eV/Å.

***

(2)
The following is a quantum chemistry calculation of C18H23F3N2NiO8S2Se2 as an isolated structure at a distorted geometry, from the Open Molecules 2025 dataset.

Values from the calculation:
- Orbital gap (spin up / spin down): 5.12 / 5.23 eV
- HOMO (spin up / spin down): -0.7 / -0.8 eV
- Total charge: -2
- Multiplicity: 3

The geometry in XYZ format:
```
59
Properties=species:S:1:pos:R:3:forces:R:3:mulliken_charge:R:1
Ni -0.8586 0.5726 0.0076 -0.50 1.38 1.68 0.39
O 0.7329 1.6084 5.0625 0.57 -0.08 0.40 -0.71
C -0.5652 1.5665 4.5004 -0.66 0.03 -0.50 -1.09
C -0.9787 0.1599 4.0251 0.09 0.01 0.28 2.08
C -1.2215 -0.7228 5.2723 -0.34 0.11 -0.31 -1.00
O -0.0982 -0.8156 6.1195 0.47 0.16 0.37 -0.59
C 0.1260 -0.5082 3.2044 0.39 0.18 -0.12 -1.72
Se 1.0051 0.6449 1.8620 0.01 -0.21 0.15 -0.21
C -2.2811 0.2459 3.2294 -0.03 0.46 -0.43 -1.79
Se -2.3500 1.5916 1.7416 -0.41 -0.32 0.09 -0.46
H 1.3247 1.4515 4.3079 0.08 0.05 -0.15 0.36
H -0.6292 2.2498 3.6480 -0.01 -0.12 0.13 0.34
H -1.2554 1.9175 5.2725 -0.06 -0.01 0.07 0.45
H -1.4739 -1.7429 4.9657 -0.08 0.02 -0.06 0.36
H -2.0687 -0.3185 5.8511 -0.07 0.00 -0.17 0.38
H 0.3865 0.0250 6.0149 0.01 -0.21 0.02 0.48
H -0.2679 -1.3539 2.6424 0.00 0.01 0.26 0.66
H 0.9231 -0.8716 3.8607 -0.19 0.00 -0.08 0.42
H -3.1086 0.5180 3.8927 0.02 -0.06 -0.04 0.46
H -2.5003 -0.7166 2.7655 -0.03 -0.05 0.14 0.44
C 2.9356 2.1296 -2.2620 -0.08 -0.13 0.10 -1.70
C 2.2793 3.1145 -1.2926 0.69 0.38 -0.23 2.48
C 2.1442 4.5031 -1.9350 -0.15 -0.14 0.10 -1.89
C 3.0581 3.1808 0.0284 -0.10 -0.13 0.02 -1.56
C 0.9604 2.6136 -0.9642 -1.58 -0.13 0.52 -0.15
N -0.0604 2.2240 -0.5951 1.78 1.16 -1.03 -0.11
H 3.9864 2.3831 -2.3965 0.08 0.11 0.01 0.41
H 2.4376 2.1572 -3.2286 -0.04 -0.03 -0.11 0.39
H 2.8572 1.1097 -1.8891 0.07 -0.06 -0.05 0.35
H 3.1280 4.8921 -2.1946 0.09 -0.03 0.01 0.41
H 1.6588 5.1936 -1.2485 -0.01 0.11 0.05 0.41
H 1.5411 4.4375 -2.8386 -0.01 0.04 -0.09 0.40
H 4.1041 3.4182 -0.1606 0.07 0.06 -0.10 0.43
H 2.9929 2.2191 0.5359 0.10 -0.02 0.08 0.25
H 2.6280 3.9311 0.6875 -0.02 0.06 0.09 0.38
O 2.2906 -0.9386 -2.3884 -0.23 0.00 -0.07 -0.87
C 1.2625 -1.3963 -1.8937 0.82 -0.43 -0.90 0.22
N 0.5140 -0.8220 -0.9575 -1.61 0.18 0.62 0.20
S -0.5575 -1.8610 -0.3479 2.52 -3.47 1.58 1.45
O -0.0361 -2.4995 0.8494 -0.17 -0.07 -0.44 -0.84
O -1.8688 -1.2918 -0.0876 0.01 0.18 0.39 -0.75
C -0.3799 -3.1442 -1.5851 0.54 0.33 -0.12 0.27
C -1.0200 -4.3367 -1.8209 -0.22 0.03 0.21 -0.62
C -0.5684 -5.1159 -2.8815 -0.07 0.02 0.18 -0.51
C 0.5231 -4.7135 -3.6365 0.03 -0.08 -0.16 -0.49
C 1.1948 -3.5336 -3.3505 -0.03 0.09 0.27 -0.50
C 0.7326 -2.7498 -2.3091 -0.02 -0.23 -0.14 -0.13
H -1.8703 -4.6271 -1.2200 -0.07 -0.05 -0.04 0.47
H -1.0843 -6.0377 -3.1232 0.02 0.00 0.01 0.38
H 0.8475 -5.3202 -4.4703 0.03 -0.09 -0.06 0.37
H 2.0499 -3.2200 -3.9306 0.07 0.10 -0.01 0.46
F -2.1672 0.6492 -4.6286 0.20 0.01 0.20 -0.25
C -3.1798 0.1053 -3.9156 0.03 -0.17 0.05 0.38
F -3.6232 -0.9388 -4.6622 0.02 -0.03 0.19 -0.26
F -4.1768 1.0255 -3.9649 0.11 -0.14 0.44 -0.25
S -2.6346 -0.5140 -2.1497 -2.81 0.53 -4.73 1.39
O -1.6206 -1.4202 -2.6382 -0.07 0.26 -0.17 -0.54
O -3.8931 -1.0754 -1.7504 0.05 -0.11 0.68 -0.69
O -2.2267 0.7676 -1.6293 0.71 0.53 0.93 -0.62
```
Positions in Å, forces in eV/Å.

***

(3)
The following is a quantum chemistry calculation of C15H20FORe as an isolated structure at a distorted geometry, from the Open Molecules 2025 dataset.

Values from the calculation:
- Orbital gap (spin up / spin down): 1.95 / 7.53 eV
- HOMO (spin up / spin down): 0.9 / -4.4 eV
- Total charge: -1
- Multiplicity: 4

The geometry in XYZ format:
```
38
Properties=species:S:1:pos:R:3:forces:R:3:mulliken_charge:R:1
Re -0.1526 -0.0767 1.4779 0.72 -2.17 -0.10 1.81
C -2.1797 0.3040 2.5105 -0.02 -0.13 -0.47 -0.71
C -2.3408 1.1208 1.3418 -1.33 -0.18 -0.29 -0.90
C -2.1859 0.3092 0.1892 -0.90 -0.09 1.05 -0.53
H -2.5540 2.1839 1.3407 0.24 -0.20 0.02 0.38
C -1.8801 -1.0353 0.6149 -1.65 0.27 -0.30 -0.74
C -1.9539 -1.0519 2.0663 -1.57 0.42 -0.50 -0.54
H -1.9996 -1.9339 2.6981 0.38 0.29 -0.20 0.58
H -2.2836 0.6239 3.5442 0.09 -0.09 -0.31 0.45
H -2.3896 0.6100 -0.8318 0.46 0.07 0.18 0.85
H -1.8069 -1.9045 -0.0390 0.01 0.32 0.26 0.52
C 1.7368 -0.2983 2.6393 0.63 -0.64 0.02 -0.79
C 0.7479 -1.2892 2.9753 1.06 -0.08 0.40 -0.03
C 0.4735 -2.0608 1.7831 0.97 -1.14 0.53 -0.91
H 0.3567 -1.4850 3.9714 0.06 0.15 -0.29 0.42
C 1.2390 -1.5076 0.7100 0.86 -0.24 0.01 -0.38
C 2.0247 -0.4155 1.2400 0.29 -0.65 0.62 0.04
H 2.7460 0.1756 0.6856 -0.37 0.02 0.08 0.33
H 2.1735 0.4200 3.3246 -0.22 -0.05 -0.19 0.36
H -0.1070 -2.9794 1.7240 0.01 0.37 0.01 0.49
H 1.3219 -1.9366 -0.2850 -0.15 0.22 0.25 0.83
O 0.3068 0.8439 -0.6972 0.47 0.38 -3.54 0.42
C 0.5803 0.3402 -2.2177 -0.21 0.62 2.14 4.18
C 0.2101 1.7402 -2.7160 -0.02 -0.16 0.21 -2.28
C -0.3432 -0.7875 -2.5495 0.06 -0.07 -0.21 -3.36
C 2.0465 0.0358 -2.3455 -0.03 -0.20 -0.17 -3.51
C 0.1119 2.1884 -1.2702 0.12 -0.41 0.97 -0.67
H -0.7448 1.7715 -3.2471 0.23 0.01 -0.08 0.40
H 1.0120 2.2230 -3.2785 -0.24 -0.07 -0.12 0.33
H 0.9383 2.8221 -0.9322 -0.35 0.15 -0.01 0.31
H -0.8632 2.5751 -0.9605 0.24 0.19 0.07 0.30
H -0.1814 -1.0463 -3.6036 -0.11 -0.07 0.14 1.11
H -1.3892 -0.5004 -2.4046 0.12 -0.09 -0.11 -0.05
H -0.1174 -1.6691 -1.9360 -0.08 0.12 -0.18 -0.12
H 2.3196 0.1462 -3.4033 0.08 -0.11 0.19 0.92
H 2.2525 -0.9928 -2.0351 0.17 0.11 -0.05 0.12
H 2.6459 0.7297 -1.7435 -0.10 -0.07 -0.20 0.09
F 0.2290 1.8073 1.6593 0.09 3.18 0.17 -0.71
```
Positions in Å, forces in eV/Å.

***

(4)
The following is a quantum chemistry calculation of C13H23ClEuNP as an isolated structure at a distorted geometry, from the Open Molecules 2025 dataset.

Values from the calculation:
- Orbital gap (spin up / spin down): 6.88 / 7.09 eV
- HOMO (spin up / spin down): -7.0 / -7.2 eV
- Multiplicity: 8

The geometry in XYZ format:
```
40
Properties=species:S:1:pos:R:3:forces:R:3:mulliken_charge:R:1
C -0.6996 -3.6149 -0.5684 -0.09 -0.16 -0.24 -0.75
C -0.2494 -3.1363 0.6610 0.13 0.41 0.54 -0.84
C -0.2419 -1.7446 0.9227 -0.30 -1.56 -1.22 -0.17
C -0.6029 -0.8998 -0.1112 -0.15 1.13 0.63 0.82
C -1.1610 -1.3603 -1.2913 -0.05 -1.36 -0.23 0.79
C -1.2090 -2.7442 -1.5404 0.17 0.66 0.02 -0.63
C 0.0652 -1.2125 2.3023 -0.12 0.18 0.31 -1.65
C 0.6996 0.2017 2.4504 0.86 0.86 0.33 -0.08
N 2.0475 0.2608 2.0214 1.13 -0.38 0.72 0.06
Eu -1.5813 0.8263 1.2505 -1.58 0.32 -0.75 0.52
C -1.7367 -0.3117 -2.2131 -0.03 0.59 0.26 -1.23
P -0.9752 1.2947 -1.6241 -0.29 -0.70 -0.35 0.66
H 0.1040 -3.8232 1.4380 -0.13 0.01 -0.32 0.37
H -1.6204 -3.1001 -2.4907 0.14 -0.13 0.39 0.44
H -0.6746 -4.6884 -0.7849 -0.03 0.38 0.21 0.35
H -2.8295 -0.1972 -2.0836 0.37 -0.27 -0.11 0.39
H -1.4990 -0.4676 -3.2763 -0.14 0.01 0.21 0.50
H -0.8433 -1.2651 2.9420 0.20 0.07 -0.22 0.49
H 0.7555 -1.9143 2.7954 -0.03 0.43 0.01 0.44
H 0.2583 1.1805 2.0226 0.64 -1.17 0.64 0.04
C -1.6575 2.4446 -2.8600 -0.06 0.20 -0.19 -1.20
C 0.6757 1.0309 -2.3575 0.36 0.28 0.06 -1.31
H 0.6756 0.4385 3.5313 0.14 -0.22 -0.21 0.41
C 2.5148 -0.2747 0.7692 0.19 0.08 -0.20 -0.84
C 2.8105 1.3663 2.5577 -0.18 -0.51 -0.26 -0.96
H -2.2476 3.2719 0.9707 2.23 0.42 0.63 0.09
H 3.6107 -0.2493 0.8423 -0.21 -0.20 -0.26 0.43
H 2.1836 -1.3058 0.6321 0.11 0.13 0.00 0.31
H 2.2216 0.2891 -0.1377 -0.01 -0.01 0.35 0.08
H 3.8670 1.1064 2.4238 -0.12 0.38 0.23 0.31
H 2.6140 2.3462 2.0863 -0.03 -0.08 -0.08 0.30
H 2.5590 1.4457 3.6157 0.28 0.16 0.10 0.31
H 0.5716 0.8909 -3.4416 0.10 0.07 0.22 0.40
H 1.2825 1.9215 -2.1515 0.09 -0.22 -0.19 0.37
H 1.1612 0.1526 -1.9197 -0.18 0.22 -0.11 0.35
H -1.5324 2.0412 -3.8732 -0.11 0.23 0.12 0.35
H -2.7204 2.6075 -2.6443 0.20 0.04 -0.13 0.35
H -1.1193 3.3962 -2.7674 -0.21 -0.09 -0.15 0.39
H -1.4479 3.3803 1.1827 -2.29 -0.14 -0.61 -0.03
Cl -4.0292 0.4159 0.7189 -0.98 -0.06 -0.13 -0.62
```
Positions in Å, forces in eV/Å.

***

Table of relative energy (zero: lowest compared OMol25 entry of this formula, charge and spin) (eV), in record order: 0.861, 2.800, 0.379, 0.000